(1)
102
Properties=species:S:1:pos:R:3 method="wB97M-V/def2-TZVPD" total_charge=-2 relative_energy_kcal_mol=61.3 e_tot_ha=-3136.28793
Cs -0.9341 0.1523 2.2624
N -0.9367 -2.8230 0.4759
C -0.8930 -3.2666 1.8860
C 0.3549 -2.6536 2.5528
O 1.4460 -2.8404 1.9223
N 0.0967 -2.0423 3.6719
C 1.2069 -1.3901 4.3665
C 1.1493 0.1550 4.2122
O 0.9118 0.8252 5.2281
O 1.3114 0.6146 3.0300
H -1.3633 -3.5317 -0.1099
H 0.0411 -2.7628 0.1934
H -0.7834 -4.3571 1.9677
H -1.8044 -2.9713 2.4097
H 2.1800 -1.7336 3.9924
H 1.1302 -1.6005 5.4337
N -1.4062 3.4211 1.1426
C -2.6696 3.9727 0.9465
C -3.0052 4.5149 -0.2950
C -4.2116 5.1726 -0.4905
C -5.1057 5.3050 0.5619
C -4.7766 4.7483 1.7969
C -3.5830 4.0744 2.0191
C -3.2983 3.4317 3.3439
C -3.2547 4.2331 4.4898
C -2.9901 3.6545 5.7274
C -2.7967 2.2790 5.8046
C -2.8688 1.5008 4.6492
C -3.0999 2.0351 3.3683
H -1.0350 2.9103 0.3537
H -1.3350 2.8959 2.0039
H -2.3087 4.3992 -1.1196
H -4.4496 5.5811 -1.4673
H -6.0541 5.8118 0.4219
H -5.4842 4.8026 2.6179
H -3.3968 5.3102 4.4148
H -2.9187 4.2720 6.6173
H -2.5791 1.8201 6.7661
H -2.7373 0.4156 4.7510
C -8.8626 -1.4970 -3.1379
C -7.5444 -1.2445 -2.4520
C -7.0722 0.0463 -2.2622
C -5.8583 0.2828 -1.6228
C -5.1100 -0.7886 -1.1805
C -5.5744 -2.0877 -1.3326
C -6.7820 -2.3104 -1.9741
S -3.5612 -0.4420 -0.3324
C -2.4960 -0.9718 -1.6823
O -3.4395 1.0361 -0.3033
H -9.2200 -0.5996 -3.6432
H -9.6276 -1.8025 -2.4202
H -8.7746 -2.2933 -3.8793
H -7.6616 0.8860 -2.6149
H -5.4779 1.2851 -1.4543
H -4.9935 -2.9210 -0.9502
H -7.1435 -3.3255 -2.1034
H -2.6714 -0.2738 -2.5036
H -2.7316 -1.9972 -1.9695
H -1.4765 -0.9092 -1.3047
C 6.7561 2.1525 -0.9671
C 6.4259 0.6760 -1.2503
C 6.7632 0.3626 -2.7094
C 7.3366 -0.1556 -0.3350
C 4.9174 0.3959 -0.9606
O 4.7967 0.3616 0.4621
C 4.3763 -0.9122 -1.5635
C 4.9749 -2.2385 -1.0785
C 4.0389 -3.3623 -1.4529
C 4.0639 -3.8956 -2.7384
C 3.1963 -4.9115 -3.1099
C 2.2887 -5.3875 -2.1784
Cl 1.1985 -6.6774 -2.6407
C 2.2228 -4.8615 -0.9027
C 3.1044 -3.8492 -0.5453
C 4.0751 1.5963 -1.4999
N 2.6738 1.2689 -1.6536
C 1.7606 1.1463 -0.6878
N 0.6320 0.6997 -1.1825
C 0.8824 0.6375 -2.5120
N 2.1186 0.9665 -2.8515
H 7.8392 2.2920 -0.9960
H 6.4051 2.4448 0.0246
H 6.3204 2.8302 -1.7039
H 7.7853 0.6871 -2.9224
H 6.0985 0.8786 -3.4073
H 6.7025 -0.7074 -2.9163
H 8.3755 0.1383 -0.5098
H 7.2559 -1.2236 -0.5243
H 7.0978 0.0185 0.7123
H 3.8930 0.1313 0.7195
H 4.4124 -0.8462 -2.6536
H 3.3178 -0.9689 -1.3015
H 5.0908 -2.1946 0.0052
H 5.9563 -2.4319 -1.5154
H 4.7730 -3.5108 -3.4658
H 3.2147 -5.3254 -4.1096
H 1.4835 -5.2028 -0.1908
H 3.0178 -3.4238 0.4501
H 4.4263 1.9355 -2.4706
H 4.1530 2.4116 -0.7848
H 1.9526 1.3303 0.3640
H 0.1559 0.3165 -3.2418



(2)
127
Properties=species:S:1:pos:R:3 method="wB97M-V/def2-TZVPD" total_charge=0 smiles="COP(=O)(OC)OC.COP(=O)(OC)OC.COP(=O)(OC)OC.COP(=O)(OC)OC.COP(=O)(OC)OC.CC#N.CC#N.CC#N.CC#N.CC#N.CC#N.CC#N" e_tot_ha=-4739.80861
C -0.6555 -1.0008 7.9125
O -1.9081 -1.2931 7.2686
P -2.2134 -0.8182 5.8070
O -3.5256 -1.1450 5.3609
O -1.7732 0.6788 5.8554
C -2.7073 1.6939 5.5473
O -1.0009 -1.3684 4.9788
C -0.8254 -2.7630 4.8300
H 0.1399 -1.5773 7.5143
H -0.8307 -1.3620 8.9307
H -0.5049 0.0535 7.7809
H -2.9986 2.2362 6.4398
H -3.5731 1.1842 5.1077
H -2.3137 2.4665 4.8762
H -0.6534 -2.9218 3.7696
H -1.7038 -3.2299 5.1893
H 0.0185 -3.0351 5.4035
C 4.9541 -1.2140 -5.2102
O 5.6431 -1.3802 -3.9808
P 4.7576 -1.4970 -2.6804
O 3.8661 -2.6669 -2.6186
O 3.9511 -0.1065 -2.6826
C 2.4992 -0.1431 -2.6037
O 5.7226 -1.4888 -1.4365
C 6.5325 -0.3596 -1.1301
H 5.7269 -1.3588 -6.0567
H 4.4919 -0.2346 -5.3401
H 4.2382 -1.9635 -5.3533
H 2.1566 0.8008 -2.3197
H 2.3161 -0.9063 -1.8240
H 2.0366 -0.4686 -3.5423
H 6.6544 -0.2835 -0.0505
H 6.1684 0.5993 -1.4599
H 7.5679 -0.5090 -1.5733
C 1.9558 6.2070 3.5574
O 2.5617 5.4122 2.5125
P 1.6704 4.8256 1.3368
O 0.7337 3.7452 1.6827
O 2.8559 4.4457 0.3927
C 2.6193 3.4288 -0.6646
O 0.8262 6.0531 0.7747
C 1.4897 6.9041 -0.2434
H 1.5156 5.5307 4.3094
H 1.1323 6.7424 3.0806
H 2.7031 6.8613 3.9574
H 2.9265 3.7654 -1.6194
H 1.5567 3.1810 -0.7329
H 3.2455 2.5884 -0.3265
H 2.3990 7.3316 0.1825
H 0.7630 7.6881 -0.4538
H 1.7890 6.3214 -1.1447
C -1.5689 1.5624 1.4911
O -0.4239 0.6643 1.3995
P 0.1850 0.0381 0.0327
O -0.0226 0.8935 -1.1305
O 1.6345 -0.3584 0.4834
C 2.6046 0.4093 1.1943
O -0.4662 -1.4090 -0.1751
C -0.5019 -2.2387 0.9841
H -2.1795 1.1791 2.2657
H -2.1852 1.7201 0.5757
H -1.1806 2.6189 1.7128
H 3.3916 0.6673 0.5410
H 2.8649 -0.2297 2.0420
H 2.0036 1.2302 1.5315
H 0.2532 -3.0385 0.8390
H -1.5420 -2.5251 1.1313
H -0.1231 -1.7677 1.8626
C -3.8901 -1.7059 -3.4571
O -4.3092 -3.1582 -3.3353
P -3.2316 -4.2710 -3.0948
O -1.9599 -4.0169 -3.8190
O -3.0992 -4.5124 -1.5856
C -4.2120 -4.9541 -0.7821
O -4.0739 -5.5894 -3.5124
C -4.3323 -5.9202 -4.8232
H -3.7960 -1.2053 -2.5288
H -4.6890 -1.2671 -4.0918
H -2.8828 -1.6764 -3.8784
H -4.3207 -6.0474 -0.8056
H -5.1604 -4.4456 -1.0236
H -3.9738 -4.7082 0.2658
H -5.2206 -5.4366 -5.3101
H -4.5147 -7.0133 -4.8907
H -3.3409 -5.7035 -5.2986
C -5.4180 3.4901 -1.2180
C -4.7676 2.2841 -1.5457
N -4.2363 1.2735 -1.7076
H -6.4581 3.2937 -1.4852
H -5.0400 4.3061 -1.7984
H -5.3636 3.6984 -0.1888
C 0.9384 1.8455 4.3047
C 0.5483 3.0144 5.1003
N 0.0138 3.8897 5.6431
H 1.6660 1.2313 4.8595
H 1.5633 2.2149 3.4405
H 0.1522 1.1151 3.9003
C 0.6211 -4.7884 -1.8276
C 0.7784 -5.5752 -0.5539
N 1.0134 -6.1807 0.4145
H -0.2078 -5.0454 -2.4813
H 1.6015 -4.7360 -2.3542
H 0.2889 -3.7673 -1.5580
C 0.3112 -3.3653 -6.9457
C -0.6933 -2.4157 -7.2991
N -1.5101 -1.6718 -7.5838
H -0.1247 -4.1645 -6.3630
H 1.1223 -2.9128 -6.3127
H 0.8078 -3.8063 -7.8295
C -2.1689 5.7481 2.4963
C -3.2982 4.8284 2.2340
N -4.1279 4.0685 2.1150
H -2.3758 6.2929 3.4141
H -1.9549 6.3443 1.5762
H -1.2170 5.1943 2.6577
C 3.9715 -4.4413 0.3845
C 3.3361 -3.4741 1.2756
N 2.9272 -2.7449 2.1106
H 4.9658 -4.6048 0.7746
H 4.0177 -3.9658 -0.6140
H 3.4165 -5.4329 0.3284
C -1.2269 2.1778 -3.7917
C -0.4253 3.2330 -3.2125
N 0.0174 4.1597 -2.7185
H -1.6840 1.7312 -2.9890
H -0.6408 1.4596 -4.3133
H -1.8734 2.7639 -4.4599